Molecular formula: C33H22BrF5N3O8S2TeW
Method: DFT, ωB97M-V/def2-TZVPD

Structure (XYZ):
```
76
Properties=species:S:1:pos:R:3:forces:R:3:lowdin_charge:R:1
C -0.529 -0.916 -5.377 -0.231 0.001 0.148 -0.005
H 1.075 -4.512 -1.956 0.123 0.009 0.002 0.107
C 2.703 -1.041 1.208 -0.144 0.239 0.441 -0.098
C 2.171 2.406 3.081 -0.340 -0.432 -0.054 -0.241
C 0.205 -3.938 -1.684 -0.141 0.414 0.211 -0.009
C 3.891 -1.739 1.078 -0.207 -0.207 -0.181 -0.010
O 3.211 1.178 -0.049 -0.127 0.604 0.170 -0.314
H 4.610 3.498 5.136 -0.017 -0.007 0.084 0.119
S 0.517 1.819 2.971 0.656 3.177 1.542 0.526
C -2.047 -2.550 -0.930 -0.200 0.857 0.590 -0.080
C -2.848 0.927 0.989 -1.850 0.477 -0.425 -0.592
F -2.293 0.236 5.144 0.725 0.381 -2.089 -0.428
C -2.170 -3.706 -1.691 0.324 0.179 0.065 -0.049
C 1.767 -0.838 -4.479 0.105 0.141 0.388 0.027
O -0.087 1.587 4.281 0.674 -0.028 -0.365 -0.349
C -1.876 -0.790 -5.167 0.279 -0.020 -0.210 -0.045
H 2.788 -4.013 -1.120 -0.096 -0.036 -0.073 0.110
C 4.669 3.548 2.997 -0.124 -0.055 -0.051 -0.026
O -1.572 1.447 0.848 0.422 -0.121 -0.521 -0.266
H -2.960 -2.064 -0.599 0.100 0.022 -0.069 0.104
O -2.586 -0.431 1.112 1.738 -0.072 -1.033 -0.272
H 2.167 -1.137 -5.437 0.067 -0.022 -0.076 0.129
Te -1.524 -0.083 3.327 -2.043 -6.320 8.825 2.144
H -3.697 1.022 -2.381 0.265 -0.039 -0.044 0.141
C -4.807 1.974 -0.285 0.881 -0.691 -0.421 -0.013
W -0.467 -0.106 0.508 0.791 -1.626 -2.319 2.094
C -3.660 1.252 -0.265 -0.122 0.304 0.621 -0.075
H -2.569 -0.964 -5.975 -0.067 -0.059 -0.052 0.116
C 2.571 -0.557 -3.412 -0.254 -0.079 -0.403 0.002
H 2.318 2.484 5.203 0.003 -0.024 0.149 0.128
H -5.304 2.177 -1.225 0.070 -0.072 -0.101 0.120
H 4.446 3.459 0.850 0.143 0.056 0.011 0.127
C -0.812 -2.001 -0.541 0.118 -1.306 -0.483 -0.178
N -1.913 0.294 -1.587 -0.676 0.197 0.776 0.075
H -0.134 -1.190 -6.343 -0.009 -0.034 -0.121 0.123
H -3.444 -0.387 -3.782 -0.055 0.032 0.041 0.115
C -0.117 -0.320 -3.042 -0.561 0.036 -0.052 -0.137
N 1.583 -1.325 0.527 -0.209 -0.383 -0.427 0.022
H 2.658 -0.231 1.921 -0.075 -0.114 -0.158 0.109
O 0.605 0.461 2.297 -0.322 -1.242 -0.509 -0.591
C 1.608 -2.411 -0.293 0.290 -0.209 0.108 -0.212
F -2.495 -1.749 3.586 0.457 1.541 -0.722 -0.399
C 2.818 2.701 4.271 -0.169 -0.166 0.003 -0.011
O 2.153 3.300 -0.632 -0.627 -0.031 0.295 -0.213
F -0.540 -1.663 2.001 -0.161 2.246 -1.873 -0.416
H 5.658 3.981 2.958 0.011 0.048 -0.018 0.120
H -2.857 2.131 2.830 -0.264 0.069 -0.290 0.144
C 0.375 -0.704 -4.317 -0.203 0.140 0.320 -0.134
C 1.993 -0.206 -2.182 -0.234 0.157 0.346 -0.088
N 0.692 -0.108 -1.968 0.169 -0.380 -0.227 0.095
O 0.839 1.406 0.159 -0.454 0.381 -0.492 -0.485
H 3.644 -0.604 -3.486 0.161 0.000 0.040 0.120
H 2.652 0.037 -1.362 -0.140 -0.233 -0.021 0.078
S 2.170 2.157 0.219 1.813 -0.405 -0.836 0.599
C -2.372 -0.421 -3.913 0.281 0.090 0.646 0.006
O -0.147 2.799 2.180 0.087 0.371 0.215 -0.234
H 4.754 -1.443 1.654 -0.025 0.077 0.061 0.123
C -4.846 2.301 2.100 -0.225 -0.056 -0.600 -0.012
H -3.148 -4.080 -1.955 -0.067 0.063 0.028 0.115
H 4.846 -3.375 0.057 0.034 -0.044 0.010 0.123
H -5.293 2.653 3.020 -0.003 0.054 -0.019 0.134
H -1.112 -5.261 -2.722 -0.001 -0.074 -0.039 0.114
C -3.088 0.832 -1.496 0.763 -0.194 -0.197 -0.030
C 4.004 3.259 1.814 -0.069 0.066 -0.130 -0.030
C 0.322 -2.792 -0.890 -0.183 0.553 0.449 -0.175
C -5.411 2.495 0.902 -0.008 0.264 1.204 -0.664
C 4.082 3.267 4.223 -0.097 0.011 -0.094 -0.033
C -1.033 -4.376 -2.109 -0.114 -0.027 0.028 -0.051
C -3.587 1.521 2.266 0.241 0.125 0.225 -0.214
F -0.242 -1.069 4.381 -0.514 1.146 -0.972 -0.389
C 2.740 2.688 1.856 -0.185 -0.170 -0.174 -0.216
C 2.781 -3.154 -0.471 -0.392 0.275 0.064 0.015
Br -7.009 3.469 0.706 0.086 -0.067 0.013 0.832
C -1.515 -0.142 -2.859 0.462 -0.400 -0.836 -0.193
F -3.912 0.441 3.120 -0.194 0.303 -0.502 -0.068
C 3.937 -2.810 0.201 -0.143 0.339 0.164 -0.014
```
Forces are in eV/Å.

Computed properties:
Gap between HOMO and LUMO (eV): 5.9
Total charge: +1
Strongest force on any atom (eV Å⁻¹): 11.0
LUMO (eV): -5.7
HOMO level (eV): -11.54
Relative energy (zero: lowest compared OMol25 entry of this formula, charge and spin) (eV): 4.940
E (eV): -169838.7883

---

Molecular formula: C4H5InO3
Method: DFT, ωB97M-V/def2-TZVPD

Structure (XYZ):
```
13
Properties=species:S:1:pos:R:3:forces:R:3:lowdin_charge:R:1
O -2.782 -0.221 1.175 4.061 6.035 -5.329 -0.276
H 0.275 -1.199 -1.018 -0.165 0.124 0.666 0.165
C -1.618 0.045 0.770 0.868 -2.662 -1.632 -0.639
O -1.568 0.643 -0.427 0.633 1.722 -1.864 0.093
C -0.256 0.849 -0.955 -1.903 0.672 3.954 0.088
H 2.526 0.094 -1.466 -0.312 -0.053 0.007 0.125
H 2.521 -0.910 -0.004 -0.216 0.248 -0.235 0.109
H 2.287 0.854 0.132 -0.033 -0.187 -0.281 0.107
H 0.090 1.854 -0.681 -0.212 0.117 -1.259 0.169
In -3.554 -1.276 2.396 -4.209 -5.448 6.321 0.974
C 0.578 -0.219 -0.626 1.343 -1.418 -1.052 -0.008
O -0.558 -0.484 1.182 0.497 0.886 -0.373 0.106
C 2.059 -0.032 -0.478 -0.351 -0.037 1.076 -0.013
```
Forces are in eV/Å.

Computed properties:
Gap between HOMO and LUMO (alpha / beta) (eV): 7.9 / 5.4
Total charge: +1
Strongest force on any atom (eV Å⁻¹): 9.3
Multiplicity: 2
LUMO (alpha / beta) (eV): -5.0 / -7.5
HOMO level (alpha / beta) (eV): -12.88 / -12.88
Relative energy (zero: lowest compared OMol25 entry of this formula, charge and spin) (eV): 0.427
<S²>: 0.759
E (eV): -15534.5449